{
  "formula": "C4H11N3",
  "method": "the ωB97M-V functional and the def2-TZVPD basis",
  "symbols": ["C", "C", "C", "N", "C", "N", "N", "H", "H", "H", "H", "H", "H", "H", "H", "H", "H", "H"],
  "positions_angstrom": [[0.74735, 1.38753, 1.30170], [-0.09089, 1.61493, 0.04948], [0.46532, 0.55887, -1.30700], [0.70534, -0.75604, -0.94224], [-0.26304, -1.46407, -0.44023], [-0.04193, -2.80741, -0.22808], [-1.41961, -0.91632, 0.01709], [0.44115, 0.46749, 1.80492], [0.67533, 2.22399, 1.99646], [1.80162, 1.25994, 1.04105], [0.19149, 2.56711, -0.40535], [-1.13225, 1.82191, 0.31210], [1.39068, 1.02933, -1.63932], [-0.35144, 0.69022, -2.02696], [0.92704, -3.07279, -0.31146], [-0.52726, -3.23567, 0.54506], [-2.14330, -1.56634, 0.29492], [-1.37562, 0.19733, -0.06215]],
  "lowdin_charge": [-0.142, -0.235, -0.209, -0.004, -0.567, 0.114, 0.129, 0.061, 0.063, 0.072, 0.078, 0.076, 0.092, 0.095, 0.091, 0.082, 0.095, 0.108],
  "charge": 0,
  "energy_ev": -8795.6687,
  "e_above_lowest_ev": 1.950,
  "largest_force_ev_per_a": 3.67,
  "orbital_gap_ev": 9.03,
  "smiles": "CCCN=C(N)N"
}


{
  "formula": "C18H20N2O4",
  "method": "the ωB97M-V functional and the def2-TZVPD basis",
  "symbols": ["C", "O", "C", "C", "C", "C", "C", "N", "N", "C", "O", "C", "O", "C", "C", "C", "C", "C", "C", "C", "C", "C", "O", "C", "H", "H", "H", "H", "H", "H", "H", "H", "H", "H", "H", "H", "H", "H", "H", "H", "H", "H", "H", "H"],
  "positions_angstrom": [[2.86867, -3.01561, 1.95824], [2.73959, -1.61729, 2.02397], [1.72742, -1.19218, 2.90809], [0.32740, -1.42888, 2.39219], [0.08334, -1.44893, 1.03567], [-1.20102, -1.65190, 0.52781], [-1.47185, -1.70054, -0.90211], [-0.92344, -1.11683, -1.89068], [0.03555, -0.15098, -1.74570], [0.04129, 0.88622, -0.87182], [-0.72782, 1.03601, 0.05266], [1.17573, 1.87713, -1.16532], [1.53335, 1.96477, -2.52377], [0.67009, 2.59893, -3.38341], [1.14410, 2.78840, -4.68029], [0.35072, 3.40656, -5.62468], [-0.92153, 3.84319, -5.28980], [-1.39170, 3.65072, -4.00432], [-0.60659, 3.02905, -3.04657], [-2.23915, -1.86285, 1.43101], [-2.01670, -1.82165, 2.79343], [-0.73682, -1.59849, 3.29115], [-0.42176, -1.54055, 4.61501], [-1.45410, -1.68195, 5.56166], [1.94842, -3.49212, 1.60089], [3.67783, -3.21991, 1.25956], [3.12142, -3.43357, 2.94096], [1.88501, -0.11595, 3.03590], [1.84217, -1.67605, 3.88824], [0.92411, -1.32846, 0.36862], [-2.27948, -2.35956, -1.20637], [0.58885, -0.04024, -2.58918], [0.90506, 2.85447, -0.74898], [2.07311, 1.51674, -0.65082], [2.13774, 2.44365, -4.92034], [0.72730, 3.54966, -6.62645], [-1.54166, 4.32781, -6.02829], [-2.38328, 3.98235, -3.73462], [-1.00361, 2.88072, -2.05458], [-3.24043, -2.03157, 1.06223], [-2.85016, -1.96437, 3.46307], [-1.93103, -2.66515, 5.49477], [-0.97492, -1.58071, 6.53428], [-2.21122, -0.90010, 5.44872]],
  "lowdin_charge": [-0.107, -0.189, -0.163, -0.111, 0.010, -0.214, -0.102, 0.070, 0.059, -0.480, 0.090, -0.098, -0.058, -0.266, -0.011, -0.085, -0.100, -0.077, -0.013, -0.024, -0.006, -0.216, -0.083, -0.080, 0.088, 0.090, 0.091, 0.141, 0.125, 0.129, 0.116, 0.149, 0.141, 0.143, 0.117, 0.104, 0.099, 0.106, 0.110, 0.115, 0.103, 0.097, 0.094, 0.098],
  "charge": 0,
  "energy_ev": -30158.7820,
  "e_above_lowest_ev": 3.604,
  "largest_force_ev_per_a": 0.81,
  "orbital_gap_ev": 8.99,
  "smiles": "COCc1cc(/C=N\\NC(=O)COc2ccccc2)ccc1OC"
}


{
  "formula": "C8H13N2",
  "method": "the ωB97M-V functional and the def2-TZVPD basis",
  "symbols": ["C", "C", "C", "C", "C", "C", "C", "C", "N", "N", "H", "H", "H", "H", "H", "H", "H", "H", "H", "H", "H", "H", "H"],
  "positions_angstrom": [[-1.03484, -1.32945, 0.26619], [-0.89820, 1.12173, -0.59552], [1.02762, -0.08121, 0.13476], [-2.27514, -0.89394, 0.79097], [-2.33670, 1.26375, -0.55253], [-3.12378, -0.13119, -0.22072], [3.19090, 1.20889, -0.43884], [2.54420, 0.06586, 0.34778], [0.23753, -1.16273, 0.45190], [0.36076, 1.01021, -0.40822], [-2.85018, -1.82364, 0.87633], [-2.04758, -0.40004, 1.84234], [-2.49962, 1.89651, 0.28052], [-2.83241, 1.74901, -1.33958], [-3.02931, -0.80670, -1.14670], [-4.20885, -0.08226, -0.00156], [4.21706, 1.08045, -0.77581], [3.00500, 2.15682, -0.05623], [2.74794, 1.22588, -1.57318], [2.84311, 0.05248, 1.50582], [2.91440, -0.92196, -0.03863], [0.83382, -1.94734, 0.53622], [1.09117, 1.75569, -0.48235]],
  "lowdin_charge": [0.031, 0.097, -0.204, -0.245, -0.121, -0.136, -0.105, -0.168, 0.093, 0.093, 0.126, 0.178, 0.111, 0.104, 0.138, 0.124, 0.086, 0.048, 0.144, 0.165, 0.125, 0.158, 0.157],
  "charge": 1,
  "energy_ev": -11472.8856,
  "e_above_lowest_ev": 8.603,
  "largest_force_ev_per_a": 4.73,
  "orbital_gap_ev": [7.47, 7.49]
}


{
  "formula": "C24H64N2O11S5",
  "method": "the ωB97M-V functional and the def2-TZVPD basis",
  "symbols": ["C", "O", "H", "H", "H", "H", "C", "O", "H", "H", "H", "H", "C", "O", "H", "H", "H", "H", "C", "O", "H", "H", "H", "H", "C", "O", "H", "H", "H", "H", "C", "O", "H", "H", "H", "H", "N", "C", "C", "C", "C", "H", "H", "H", "H", "H", "N", "C", "C", "C", "C", "H", "H", "H", "H", "H", "C", "S", "O", "C", "H", "H", "H", "H", "H", "H", "C", "S", "O", "C", "H", "H", "H", "H", "H", "H", "C", "S", "O", "C", "H", "H", "H", "H", "H", "H", "C", "S", "O", "C", "H", "H", "H", "H", "H", "H", "C", "S", "O", "C", "H", "H", "H", "H", "H", "H"],
  "positions_angstrom": [[34.68275, 17.71300, 13.67469], [34.26471, 18.10044, 12.37212], [34.36003, 18.51066, 14.34378], [34.10402, 16.80400, 13.83867], [35.76841, 17.62283, 13.71082], [33.83001, 17.34270, 11.97404], [33.93016, 12.68083, 3.84927], [32.72499, 11.91616, 3.60331], [34.67921, 12.44181, 3.09435], [33.76621, 13.75761, 3.80724], [34.38128, 12.36514, 4.78997], [32.83698, 10.97840, 3.77559], [31.62763, 16.78266, 9.79987], [32.15118, 16.78226, 11.04904], [31.66796, 15.78631, 9.35967], [30.57039, 17.03772, 9.87267], [32.10149, 17.56953, 9.21302], [31.75647, 16.05650, 11.53800], [34.76905, 9.88911, 7.76756], [34.81018, 10.34512, 6.42509], [35.08434, 8.85123, 7.87486], [35.33466, 10.48185, 8.48649], [33.72197, 10.06806, 8.01187], [34.09246, 9.93584, 5.93621], [37.49695, 10.41323, 4.25014], [37.22520, 11.14311, 5.43083], [38.11899, 9.53134, 4.40316], [36.60422, 9.97321, 3.80571], [37.98392, 11.02415, 3.49006], [36.44101, 10.80341, 5.86816], [31.49903, 12.88174, 7.53761], [30.56780, 12.31140, 8.50118], [31.76404, 13.92574, 7.70477], [32.43405, 12.33074, 7.43636], [31.06789, 12.78241, 6.54145], [30.63493, 11.35575, 8.43936], [36.92402, 18.78036, 11.31405], [37.16152, 17.99378, 10.23012], [38.53117, 17.97709, 10.08076], [39.09602, 18.91220, 10.96789], [38.03741, 19.37113, 11.73197], [36.04692, 18.78241, 11.81483], [36.37156, 17.52461, 9.66247], [39.05699, 17.30839, 9.41537], [40.16054, 19.08122, 11.03597], [37.98312, 20.06411, 12.55857], [35.58852, 14.88705, 6.63914], [35.29149, 15.96738, 7.40032], [34.61918, 15.48679, 8.52461], [34.62232, 14.09507, 8.43641], [35.16806, 13.71932, 7.23089], [36.10550, 14.95878, 5.77444], [35.58626, 16.96946, 7.12577], [34.38527, 16.14489, 9.34839], [34.23508, 13.48324, 9.23774], [35.36373, 12.76094, 6.77305], [39.48957, 17.60115, 5.39503], [40.54641, 16.45333, 6.37563], [41.19279, 17.21637, 7.55255], [39.30148, 15.19277, 6.95885], [38.84106, 18.03740, 6.15478], [38.91938, 16.99756, 4.68888], [40.09794, 18.37526, 4.92732], [38.58150, 15.57654, 7.68165], [39.88290, 14.29337, 7.16168], [38.68219, 14.97053, 6.08983], [34.25028, 11.09155, 11.58325], [33.31125, 9.58772, 11.05294], [33.59561, 8.56281, 12.16925], [31.62363, 10.23818, 11.20742], [33.88111, 11.47179, 12.53573], [34.24378, 11.93332, 10.89081], [35.28333, 10.74664, 11.62751], [30.91270, 9.49167, 10.85327], [31.47938, 11.16846, 10.65797], [31.35841, 10.26194, 12.26438], [32.48709, 20.26399, 3.56649], [33.18530, 18.61903, 3.18231], [34.04286, 18.74019, 1.93348], [34.44083, 18.40786, 4.52112], [33.35472, 20.88880, 3.77844], [31.94645, 20.11432, 4.50106], [31.83089, 20.56761, 2.75083], [35.01228, 17.48344, 4.43744], [33.99484, 18.42088, 5.51561], [35.15595, 19.22828, 4.46096], [36.71204, 14.05722, 11.05949], [38.13420, 13.92134, 12.34499], [37.81173, 12.82265, 13.36321], [37.65628, 15.52819, 13.14766], [35.72033, 14.18548, 11.49327], [36.65878, 13.13306, 10.48399], [37.05859, 14.82676, 10.36971], [37.87585, 16.42869, 12.57407], [38.32817, 15.60595, 14.00241], [36.58719, 15.61091, 13.34334], [38.96955, 14.01753, 3.30791], [37.10705, 14.16301, 3.59610], [36.86864, 15.56231, 4.26786], [36.76370, 14.39643, 1.81962], [39.21029, 13.32365, 2.50251], [39.53935, 13.73376, 4.19273], [39.41507, 14.92224, 2.89424], [37.16570, 13.51766, 1.31537], [37.21755, 15.26348, 1.33970], [35.69217, 14.44235, 1.62516]],
  "lowdin_charge": [-0.128, -0.153, 0.084, 0.091, 0.057, 0.033, -0.140, -0.119, 0.054, 0.088, 0.044, 0.061, -0.188, -0.114, 0.071, 0.084, 0.095, 0.101, -0.125, -0.153, 0.093, 0.083, 0.060, 0.095, -0.164, -0.141, 0.075, 0.074, 0.060, 0.009, -0.125, -0.130, 0.065, 0.053, 0.076, 0.056, 0.001, -0.134, -0.120, -0.090, -0.156, 0.101, 0.086, 0.072, 0.095, 0.110, 0.029, -0.123, -0.123, -0.149, -0.101, 0.042, 0.108, 0.080, 0.078, 0.082, -0.238, 0.822, -0.582, -0.229, 0.048, 0.016, 0.052, 0.041, 0.050, -0.002, -0.241, 0.824, -0.562, -0.267, 0.061, 0.016, 0.051, 0.047, 0.035, 0.057, -0.255, 0.813, -0.587, -0.254, 0.049, 0.044, 0.053, 0.024, 0.041, 0.054, -0.243, 0.865, -0.595, -0.254, 0.045, 0.026, 0.030, 0.027, 0.048, 0.030, -0.222, 0.901, -0.585, -0.250, 0.046, 0.046, 0.059, 0.051, 0.069, 0.052],
  "charge": 0,
  "energy_ev": -105595.5931,
  "largest_force_ev_per_a": 3.04,
  "orbital_gap_ev": 7.63
}


Q: What is the formula in the fourth record?
A: C24H64N2O11S5